Computed, not measured: a molecular structure, C6H10INS, with ωB97M-V with the def2-TZVPD basis set.

Each line ends with the Mulliken charge.
Geometry (Å):
C 2.674 -1.773 0.920  -0.305
C 0.010 0.067 1.180  -1.008
C 0.237 -1.292 1.819  -0.706
C 0.676 0.273 -0.223  1.777
C 0.179 1.647 -0.761  -1.611
C 0.197 -0.832 -1.200  -1.516
N 2.034 0.357 -0.158  -0.622
S 1.962 -1.549 2.400  0.015
I 4.730 -2.017 0.904  0.090
H -1.066 0.207 1.057  0.372
H 0.386 0.845 1.848  0.414
H -0.373 -1.382 2.718  0.402
H 0.004 -2.107 1.136  0.391
H 0.652 1.855 -1.716  0.428
H 0.446 2.437 -0.063  0.386
H -0.901 1.621 -0.889  0.358
H -0.871 -1.002 -1.079  0.326
H 0.747 -1.750 -1.008  0.373
H 0.399 -0.524 -2.222  0.437

## Properties
ΔE to the lowest compared entry with this formula, charge and spin (kcal per mole): 99.9
LUMO (alpha / beta) (eV): -0.501 / -0.909
HOMO level (alpha / beta) (eV): -7.833 / -8.250
E_tot (eV): -26804.323
F_max (eV/A): 1.9


Computed, not measured: a molecular structure, C6H10KO6, with ωB97M-V with the def2-TZVPD basis set.

Each line ends with the Mulliken charge.
Geometry (Å):
O -0.034 0.529 2.061  -0.470
C -0.295 1.226 1.116  0.628
O 0.543 1.999 0.435  -0.272
C 1.973 1.806 0.594  -0.713
C 2.724 2.426 -0.568  -0.611
C 2.142 2.171 -1.960  -0.460
C 1.863 0.722 -2.269  -0.664
O 3.196 0.049 -2.290  -0.206
C 3.348 -1.195 -2.180  0.892
O 2.350 -1.999 -2.279  -0.116
O 4.524 -1.648 -1.974  -0.285
H 2.161 0.734 0.721  0.384
H 2.210 2.321 1.529  0.448
H 3.755 2.049 -0.517  0.358
H 2.786 3.511 -0.405  0.345
H 2.832 2.563 -2.720  0.401
H 1.196 2.708 -2.109  0.157
H 1.430 0.576 -3.264  0.470
H 1.259 0.215 -1.508  0.385
H 4.604 -2.618 -1.924  0.402
K -1.392 3.451 -0.857  1.055
O -1.528 1.677 0.870  -0.506
H -2.112 1.334 1.590  0.378

## Properties
Expectation value of S²: 0.754
Spin multiplicity: 2
Total charge: +2
ΔE to the lowest compared entry with this formula, charge and spin (kcal per mole): 0.0
LUMO (alpha / beta) (eV): -6.350 / -12.234
HOMO level (alpha / beta) (eV): -17.708 / -17.708
E_tot (eV): -34977.087
F_max (eV/A): 3.8